{"formula": "C3H17NO4", "method": "ωB97M-V/def2-TZVPD", "species": ["C", "C", "C", "N", "H", "H", "H", "H", "H", "H", "H", "H", "H", "H", "H", "O", "H", "H", "O", "H", "H", "O", "H", "H", "O"], "positions_angstrom": [[1.66502, 2.24282, 0.61790], [1.55294, 0.69319, 0.45592], [2.88341, 0.00841, 0.75486], [0.48829, -0.00134, 1.19248], [0.70108, 2.70324, 0.92563], [2.19082, 2.39009, 1.56912], [2.12790, 2.75812, -0.23366], [1.42316, 0.69728, -0.63556], [3.40015, 0.80479, 1.29274], [2.92650, -0.86901, 1.37751], [3.75067, 0.01693, -0.05299], [-0.46644, 0.19560, 0.91878], [0.60058, 0.13028, 2.13863], [-4.68422, 1.06099, 2.09079], [-3.23474, 0.95419, 2.52357], [-3.93924, 1.48135, 2.46709], [0.13248, -1.69598, 0.92990], [-0.29368, -2.26888, -0.59468], [-0.45952, -2.34499, 0.39169], [-0.26166, 0.53299, -7.19964], [-1.28820, -0.70652, -6.70512], [-1.21759, 0.21898, -6.91022], [-2.69250, -3.75528, 0.59254], [-2.31875, -2.34606, 1.31224], [-2.98648, -2.90118, 0.78048]], "forces_ev_per_a": [[-0.8, -0.3, 2.2], [-0.1, 0.5, -1.9], [3.1, 2.2, -0.8], [0.2, 0.1, -2.4], [0.2, -0.3, -1.0], [0.6, 0.4, -0.4], [-0.1, -0.2, 0.4], [-0.8, -1.2, 0.2], [0.2, -0.3, 1.0], [-0.4, -0.5, -0.2], [-2.4, -0.8, 0.7], [0.2, 0.4, -0.1], [0.2, 0.5, 2.6], [-0.8, -1.0, -0.6], [3.9, -3.5, 0.2], [-3.1, 4.5, 0.4], [-0.8, -0.9, -2.0], [0.0, 0.2, 2.1], [1.3, 0.4, -0.5], [-3.1, -1.8, 1.1], [0.7, -0.5, -0.1], [2.3, 2.3, -1.0], [1.4, -1.7, -0.1], [-1.1, -2.2, -1.8], [-0.9, 3.7, 1.7]], "lumo_energy_ev": 0.468, "charge": 0, "e_above_lowest_ev": 2.317, "gap_ev": 10.39, "smiles": "CC(C)N.O.O.O.O", "e_tot_ha": -480.1219}

{"formula": "C16H22FNO", "method": "ωB97M-V/def2-TZVPD", "species": ["O", "C", "N", "H", "C", "C", "C", "C", "C", "C", "C", "H", "H", "F", "H", "H", "H", "H", "C", "C", "C", "C", "C", "C", "C", "C", "H", "H", "H", "H", "H", "H", "H", "H", "H", "H", "H", "H", "H", "H", "H"], "positions_angstrom": [[0.52033, 2.73562, 1.31900], [0.37186, 2.50411, 0.13822], [-0.85431, 2.41274, -0.43228], [-0.94192, 2.18720, -1.40995], [-2.07917, 2.50531, 0.33299], [-2.86131, 1.21949, 0.27522], [-2.23017, 0.01737, 0.57703], [-2.91636, -1.17988, 0.51037], [-4.24968, -1.15943, 0.14159], [-4.90580, 0.01953, -0.15801], [-4.19991, 1.20816, -0.09257], [-4.70014, 2.13648, -0.32629], [-5.94670, -0.00173, -0.43926], [-4.92867, -2.32376, 0.07168], [-2.43940, -2.11933, 0.74131], [-1.19131, 0.02783, 0.87015], [-2.68805, 3.33823, -0.03447], [-1.77056, 2.72022, 1.36183], [1.52849, 2.31226, -0.82707], [2.57103, 1.35511, -0.24239], [2.01986, -0.03159, 0.10789], [3.11569, -0.86485, 0.77742], [2.60035, -2.24583, 1.16980], [2.07367, -2.98460, -0.05569], [0.97412, -2.16792, -0.72511], [1.48527, -0.78260, -1.11295], [0.66921, -0.22410, -1.57632], [2.28590, -0.88431, -1.85009], [0.60917, -2.68798, -1.61381], [0.13470, -2.06063, -0.03440], [1.68742, -3.96424, 0.23363], [2.89098, -3.14261, -0.76327], [3.40255, -2.82090, 1.63703], [1.79671, -2.13789, 1.90202], [3.48045, -0.34206, 1.66387], [3.95470, -0.97558, 0.08560], [1.20404, 0.09906, 0.82723], [2.96295, 1.80504, 0.67159], [3.39522, 1.25108, -0.95196], [1.17236, 1.95820, -1.79478], [1.99644, 3.28875, -0.97478]], "forces_ev_per_a": [[0.2, 0.0, 0.4], [0.1, 0.1, -0.6], [-0.4, 0.0, -0.2], [0.2, 0.0, 0.1], [0.0, 0.1, 0.2], [-0.1, 0.1, -0.1], [-0.1, 0.1, 0.0], [-0.2, -0.1, 0.0], [0.0, 0.2, 0.0], [0.0, -0.3, 0.0], [0.2, 0.0, 0.1], [0.0, 0.1, 0.0], [-0.1, 0.0, 0.0], [0.0, 0.1, 0.0], [0.0, -0.1, 0.0], [0.2, 0.0, 0.0], [0.0, -0.1, 0.1], [-0.1, 0.1, -0.2], [0.2, -0.1, 0.3], [-0.3, -0.1, 0.1], [0.4, 0.1, -0.3], [-0.4, 0.0, 0.2], [0.3, -0.1, -0.2], [-0.3, 0.0, 0.2], [0.2, -0.1, -0.3], [-0.3, 0.0, 0.3], [0.0, 0.1, -0.1], [0.1, 0.0, -0.1], [-0.1, 0.0, 0.0], [-0.1, 0.0, 0.0], [0.1, -0.1, -0.1], [0.1, -0.1, 0.0], [0.0, 0.0, 0.1], [0.0, 0.0, 0.1], [0.1, 0.1, 0.0], [0.1, 0.0, 0.0], [0.0, 0.0, 0.1], [0.1, 0.0, 0.0], [0.1, 0.0, 0.0], [0.0, 0.1, 0.0], [-0.1, 0.0, -0.1]], "lumo_energy_ev": 0.767, "charge": 0, "e_above_lowest_ev": 0.000, "gap_ev": 9.87, "smiles": "O=C(CCC1CCCCC1)NCc1ccc(F)cc1", "e_tot_ha": -852.7853}

{"formula": "C3H6ClNO2S", "method": "ωB97M-V/def2-TZVPD", "species": ["C", "C", "C", "N", "O", "O", "S", "Cl", "H", "H", "H", "H", "H", "H"], "positions_angstrom": [[0.19173, 0.21899, -0.69651], [-0.21340, 1.67338, -0.77595], [0.43436, -1.55527, 0.99495], [-0.08194, -0.38952, 0.46246], [0.58924, -0.42267, -1.65867], [0.68227, -0.07458, 3.33592], [0.08294, 1.10394, 2.72961], [-1.91447, 1.07489, 3.14773], [-0.10647, 2.16624, 0.18578], [-1.25152, 1.72755, -1.09573], [0.39754, 2.17178, -1.52357], [1.35328, -1.90348, 0.51231], [0.68882, -1.33456, 2.07309], [-0.32713, -2.34355, 1.03667]], "forces_ev_per_a": [[0.3, 0.4, -0.8], [0.3, -0.1, -0.2], [0.8, -0.6, 0.4], [-1.3, 0.5, 1.4], [0.0, 0.0, 0.0], [0.3, 0.1, 0.7], [-0.3, -0.2, -0.7], [0.1, 0.1, -0.1], [-0.1, 0.1, 0.0], [-0.1, 0.0, 0.0], [0.0, 0.0, 0.0], [-0.1, 0.0, -0.1], [-0.2, -0.3, -0.7], [0.1, 0.1, 0.0]], "lumo_energy_ev": [-1.772, -1.808], "charge": 0, "e_above_lowest_ev": 2.373, "gap_ev": [7.58, 8.20], "e_tot_ha": -1181.4310}